ORCA calculation (the ωB97M-V functional and the def2-TZVPD basis) on C44H61CuN2P2SSi as an isolated structure.

Element x y z (Å)
H -2.972 -3.351 -3.118
C 1.912 -1.943 0.389
H 2.374 -2.862 2.281
H -0.735 3.394 1.484
H 2.035 0.202 0.142
H 4.270 -0.661 -0.462
H 6.531 0.545 -3.260
H 1.404 5.077 2.124
H -1.704 -1.164 4.398
N 2.120 -0.151 -2.678
H -0.256 4.056 -1.193
C -3.648 3.262 -2.908
C -0.479 -3.669 2.537
H 6.376 2.897 -2.511
H -0.883 1.334 2.700
C -4.255 1.248 1.475
H 2.142 -2.132 -0.668
C -3.021 -0.760 -3.522
C 4.692 -1.632 1.405
C -0.889 -3.811 4.003
Si -1.848 -0.774 -2.020
H 0.170 -1.630 2.760
C -0.884 -5.359 -1.390
H -2.369 4.258 0.174
C -1.618 -2.644 -1.607
H 2.098 1.504 3.067
H -0.592 -6.398 -1.310
H -4.540 3.599 -3.440
H -1.186 2.069 -3.110
C -2.357 -1.786 3.774
C -1.922 -1.656 2.319
H -1.986 -0.617 1.996
H -3.015 -3.830 3.700
H -4.460 -1.307 -0.719
H 2.052 2.451 0.761
C -3.703 3.700 -1.434
H 0.206 3.803 3.706
H -4.808 1.714 2.282
C 4.419 0.211 -3.001
H -5.732 -0.269 1.114
H -2.656 2.643 1.596
H -3.371 -1.396 3.895
H 2.842 4.084 2.249
C -4.052 -0.438 -0.212
C -2.385 3.757 -3.603
H -2.612 -2.220 1.680
H 1.832 3.676 4.340
H 2.245 -0.342 1.797
H -0.160 -3.287 4.633
H 4.524 -1.454 2.473
C -3.030 1.764 1.088
C -1.864 -4.969 -2.290
H -2.533 -1.246 -4.369
H 2.225 -4.020 0.969
C -0.290 -4.403 -0.579
H 2.137 2.474 -1.942
H -0.243 3.516 -3.386
C -0.650 -3.059 -0.668
H -2.220 5.237 -1.256
H -1.188 -4.226 1.915
H -0.857 -4.863 4.298
H 0.714 -2.241 -3.011
H 4.349 -3.205 -0.020
C -2.291 1.177 0.057
C 1.203 3.409 3.488
C 2.504 -0.572 0.755
P 0.055 -1.730 0.389
H 4.400 0.454 0.886
C 3.184 0.742 -2.615
C 1.110 1.898 3.326
H 2.021 -3.263 -3.525
H 0.498 -4.123 2.384
H 0.382 0.587 1.760
C 2.599 -3.028 1.221
C 3.099 2.068 -2.219
C 1.332 3.250 0.957
H -2.346 -5.705 -2.922
C -2.279 -3.233 4.250
H 5.773 -1.616 1.250
H -3.987 -1.245 -3.358
S 4.213 -1.455 -3.486
C -0.506 -2.201 2.103
Cu 0.229 0.074 -2.138
N 1.670 -2.340 -3.340
C 5.485 2.284 -2.547
C -4.772 0.139 0.821
C 2.509 -1.313 -3.131
H 0.830 1.427 4.271
H -4.428 4.508 -1.308
C -2.352 4.205 -0.917
C -2.220 -3.632 -2.391
H -4.061 2.871 -0.822
H -2.394 3.466 -4.655
C 1.751 4.044 2.204
H 4.201 3.862 -1.866
H -2.339 4.851 -3.582
P -0.661 1.871 -0.454
C 4.019 -0.529 0.597
C -1.123 3.418 -1.395
H -3.652 2.169 -2.959
C -2.809 0.059 -0.610
H 4.584 -3.784 1.622
H -2.541 -3.306 5.308
C -0.047 2.608 1.150
H -3.226 0.270 -3.820
C 4.116 -2.993 1.030
C -1.163 3.149 -2.922
C 5.580 0.968 -2.966
C 4.254 2.828 -2.182
C 0.086 1.526 2.240
H 1.358 3.905 0.084
H 0.452 -4.718 0.142

The calculation puts the largest force on an atom at 0.016 hartree/bohr. Its multiplicity is 1. The calculation puts the orbital gap at 6.7 eV. The value obtained for the lowest unoccupied orbital energy is 0.4 eV. Its electronic energy is -131532.3102 eV. The value obtained for the molar mass is 803.63 g mol⁻¹. The HOMO energy comes out at -6.3 eV.